Entry 1:
C3H3KLiO3 | wB97M-V/def2-TZVPD

Structure (XYZ):
```
11
Properties=species:S:1:pos:R:3:forces:R:3
H -1.846401 -1.848297 0.009994 -0.1 -0.4 0.0
C -1.073173 1.185160 0.023262 -1.6 -1.2 1.3
C 0.000553 0.249745 0.115417 0.1 0.0 -2.0
O 1.125777 0.691198 0.670837 1.2 0.4 0.5
C 2.406745 0.096313 0.351327 -0.4 0.2 0.2
O 2.335933 -0.887300 -0.376797 0.6 -0.4 -0.3
O -2.266685 0.820194 -0.129976 0.9 1.1 -0.5
H -0.851589 2.230365 0.302446 0.1 0.0 -0.1
H 0.091678 -0.540438 -0.638055 -0.3 -0.1 0.8
Li 4.251784 -0.705282 -0.066796 -1.0 0.2 0.1
K -4.174618 -1.291655 -0.261658 0.7 0.3 0.1
```
Forces are in eV/Å.

Its multiplicity is 2. The lowest unoccupied orbital energy (spin up / spin down) comes out at -0.78 / -0.78 eV. The calculation puts the relative energy (zero: lowest compared OMol25 entry of this formula, charge and spin) at 434.8 kJ/mol. The HOMO-LUMO gap (spin up / spin down) is 0.1724 / 0.1662 Ha. The expectation value of S² is 0.7616. The total energy comes out at -949.1391 Eh.

Atom charges from the natural (NBO) analysis, given in e for atoms 1 to 5:
1. H -0.761
2. C 0.247
3. C 0.138
4. O -0.547
5. C 0.246


Entry 2:
C3H3LaO | wB97M-V/def2-TZVPD

Structure (XYZ):
```
8
Properties=species:S:1:pos:R:3:forces:R:3
C 0.359766 -0.926463 -1.075964 1.3 2.0 -0.2
C 0.992371 0.162686 -1.103540 -1.8 -2.4 0.7
H 0.127954 -1.926377 -1.420370 -0.3 0.3 0.5
H 1.668166 0.834632 -1.618670 -0.2 0.3 0.8
C -0.384026 0.324578 0.417030 -0.5 -0.8 0.4
O -0.439370 -0.311568 1.560057 0.2 1.9 -1.0
La -1.019603 1.328783 3.421856 0.7 -1.1 -1.7
H -1.305261 0.513726 -0.180398 0.7 -0.3 0.5
```
Forces are in eV/Å.

Its multiplicity is 2. The lowest unoccupied orbital energy (spin up / spin down) comes out at -4.54 / -5.15 eV. The calculation puts the relative energy (zero: lowest compared OMol25 entry of this formula, charge and spin) at 29.8 kJ/mol. The HOMO-LUMO gap (spin up / spin down) is 0.2031 / 0.1801 Ha. The expectation value of S² is 1.2819. The total energy comes out at -222.3890 Eh. The charge is +1.

Atom charges from the natural (NBO) analysis, given in e for atoms 1 to 5:
1. C -0.141
2. C -0.143
3. H 0.279
4. H 0.280
5. C 0.093


The highest total energy belongs to which entry? C3H3LaO